Molecular formula: CH4BrNO2S
Method: DFT, ωB97M-V/def2-TZVPD

Structure (XYZ):
```
10
Properties=species:S:1:pos:R:3:nbo_charge:R:1
C 1.194 0.401 0.826 -0.764
N -1.344 0.429 -0.625 -1.132
O -0.199 -1.799 1.025 -0.883
O 0.845 -1.700 -1.051 -0.831
S 0.719 -1.105 0.237 2.127
Br 2.272 1.290 -0.542 0.067
H -1.566 0.820 0.389 0.377
H 1.424 0.432 1.882 0.263
H -1.085 1.245 -1.365 0.399
H -2.259 -0.013 -0.776 0.377
```

HOMO-LUMO gap (eV): 9.02
Highest occupied orbital energy (eV): -9.27
E (hartree): -3217.8128
Total charge: 0

Molecular formula: C5H11NO
Method: DFT, ωB97M-V/def2-TZVPD

Structure (XYZ):
```
18
Properties=species:S:1:pos:R:3:mulliken_spin:R:1
C 1.152 -1.375 -1.944 -0.003
N -0.033 -0.835 -1.304 0.769
C 0.119 -0.720 0.077 -0.022
C -0.914 0.360 0.704 0.022
C -0.904 1.575 -0.240 0.012
C -0.837 0.564 2.132 0.077
O 1.438 -0.297 0.528 0.013
H 1.576 -2.216 -1.350 0.038
H 0.871 -1.440 -2.997 0.001
H 2.079 -0.714 -1.769 0.060
H -0.067 -1.692 0.549 0.024
H -1.839 -0.201 0.545 -0.002
H -0.690 2.571 0.191 0.000
H -1.842 1.771 -0.814 -0.003
H -0.010 1.432 -0.843 -0.008
H -0.090 1.319 2.455 0.012
H -1.242 -0.241 2.734 0.011
H 1.229 0.139 1.345 -0.001
```

HOMO-LUMO gap (spin up / spin down) (eV): 5.83 / 7.15
Highest occupied orbital energy (spin up / spin down) (eV): -13.95 / -14.89
<S²>: 0.772
E (hartree): -326.6284
Multiplicity: 2
Total charge: +1

Molecular formula: C2H8NO4
Method: DFT, ωB97M-V/def2-TZVPD

Structure (XYZ):
```
15
Properties=species:S:1:pos:R:3:nbo_charge:R:1
C 0.042 -1.326 0.103 0.047
C -0.242 1.255 -0.345 0.906
N 0.680 0.037 0.200 -0.615
O 0.415 -1.976 1.358 -0.721
O -0.053 2.139 0.624 -0.713
O -1.530 0.782 -0.525 -0.670
O 0.201 1.620 -1.543 -0.697
H 0.399 -2.126 -0.694 0.238
H -1.037 -1.118 0.196 0.229
H 0.795 0.234 1.247 0.478
H 1.622 0.215 -0.246 0.451
H 0.264 -2.922 1.274 0.501
H -0.834 2.699 0.823 0.541
H -1.544 0.386 -1.376 0.503
H 0.980 2.282 -1.474 0.523
```

HOMO-LUMO gap (eV): 11.96
Highest occupied orbital energy (eV): -15.39
E (hartree): -436.4380
SMILES: OC[NH2+]C(O)(O)O
Total charge: +1

Molecular formula: CH4IN2
Method: DFT, ωB97M-V/def2-TZVPD

Structure (XYZ):
```
8
Properties=species:S:1:pos:R:3:mulliken_spin:R:1
C 0.862 -0.379 0.069 0.536
N 0.845 0.814 0.437 -0.022
N -1.396 -1.244 -0.339 0.838
I -2.684 0.070 0.143 0.581
H 1.709 -0.993 -0.085 0.021
H 1.608 1.492 0.475 0.026
H -0.059 1.290 0.505 0.012
H -0.885 -1.050 -1.205 0.008
```

HOMO-LUMO gap (spin up / spin down) (eV): 9.01 / 5.54
Highest occupied orbital energy (spin up / spin down) (eV): -13.33 / -13.46
<S²>: 2.023
E (hartree): -447.2133
Multiplicity: 3
Total charge: +1

Molecular formula: C14H34F5NO14S5
Method: DFT, ωB97M-V/def2-TZVPD

Structure (XYZ):
```
73
Properties=species:S:1:pos:R:3:lowdin_charge:R:1
O -4.491 -3.842 -3.503 -0.230
S -4.134 -2.476 -3.366 0.574
O -3.994 -2.036 -2.031 -0.206
F -5.169 -1.665 -4.124 -0.077
N -2.776 -2.277 -4.289 0.025
C -1.647 -1.628 -3.663 -0.527
F -0.669 -1.600 -4.596 0.120
F -1.160 -2.354 -2.639 0.137
C -1.874 -0.161 -3.232 -0.281
F -1.826 -0.072 -1.884 0.074
F -3.051 0.313 -3.671 0.103
H -2.479 -3.214 -4.550 0.140
H -1.064 0.451 -3.616 0.172
O 1.097 1.817 -1.538 -0.289
S 0.700 2.178 -0.206 0.567
O 0.106 3.453 0.044 -0.266
O 1.941 1.972 0.764 -0.264
C 3.175 2.659 0.451 -0.243
C 3.113 4.149 0.716 -0.068
C -0.332 0.922 0.455 -0.120
H 3.455 2.447 -0.583 0.110
H 3.926 2.202 1.092 0.123
H 2.398 4.644 0.061 0.070
H 4.091 4.599 0.548 0.086
H 2.806 4.338 1.744 0.079
H 0.132 -0.044 0.278 0.079
H -1.276 0.990 -0.067 0.056
H -0.482 1.098 1.516 0.078
O -5.633 -4.076 3.480 -0.274
S -6.659 -3.154 3.104 0.562
O -7.910 -3.630 2.603 -0.275
O -6.048 -2.095 2.091 -0.265
C -5.417 -2.587 0.883 -0.241
C -6.431 -3.113 -0.115 -0.066
C -6.972 -2.040 4.430 -0.125
H -4.671 -3.343 1.135 0.120
H -4.887 -1.738 0.458 0.108
H -6.957 -3.985 0.266 0.072
H -5.937 -3.395 -1.040 0.053
H -7.181 -2.350 -0.326 0.091
H -6.027 -1.653 4.802 0.073
H -7.480 -2.611 5.203 0.076
H -7.614 -1.240 4.072 0.074
O 4.541 -2.403 -3.979 -0.271
S 3.472 -1.519 -4.325 0.568
O 2.232 -2.042 -4.811 -0.284
O 4.020 -0.430 -5.346 -0.262
C 4.644 -0.894 -6.561 -0.249
C 3.655 -1.459 -7.562 -0.074
C 3.137 -0.428 -2.984 -0.123
H 5.421 -1.621 -6.315 0.115
H 5.137 -0.020 -6.980 0.120
H 3.175 -2.359 -7.184 0.068
H 4.167 -1.714 -8.490 0.081
H 2.870 -0.733 -7.775 0.084
H 4.072 -0.007 -2.626 0.076
H 2.667 -1.026 -2.206 0.079
H 2.456 0.350 -3.317 0.062
O 4.224 3.720 4.393 -0.281
S 4.175 3.437 5.794 0.563
O 5.100 2.517 6.375 -0.271
O 2.692 3.010 6.172 -0.262
C 2.101 1.905 5.454 -0.247
C 2.681 0.560 5.845 -0.072
C 4.221 4.939 6.709 -0.120
H 2.191 2.081 4.380 0.110
H 1.042 1.939 5.701 0.121
H 3.731 0.483 5.572 0.070
H 2.141 -0.240 5.338 0.082
H 2.610 0.412 6.923 0.086
H 3.502 5.636 6.288 0.075
H 5.231 5.330 6.614 0.077
H 4.000 4.722 7.750 0.076
```

HOMO-LUMO gap (eV): 11.00
Highest occupied orbital energy (eV): -10.73
E (hartree): -4152.1635
SMILES: O=S(=O)(F)NC(F)(F)C(F)F.CCOS(C)(=O)=O.CCOS(C)(=O)=O.CCOS(C)(=O)=O.CCOS(C)(=O)=O
Total charge: 0

Molecular formula: C4H5CsO
Method: DFT, ωB97M-V/def2-TZVPD

Structure (XYZ):
```
11
Properties=species:S:1:pos:R:3:mulliken_spin:R:1
C -3.005 -0.970 0.273 0.000
C -2.267 -0.138 1.018 0.000
C 1.451 1.265 -0.896 0.001
C 2.553 0.804 -0.591 0.002
O 3.681 0.388 -0.277 -0.010
Cs 7.447 -0.962 -0.698 1.009
H -3.691 -0.584 -0.487 0.000
H -2.735 -2.023 0.169 0.000
H -1.590 -0.519 1.787 0.000
H -2.489 0.934 1.053 0.000
H 0.645 1.805 -1.351 -0.002
```

HOMO-LUMO gap (spin up / spin down) (eV): 3.20 / 5.80
Highest occupied orbital energy (spin up / spin down) (eV): -1.04 / -2.95
<S²>: 0.750
E (hartree): -250.6676
Multiplicity: 2
Total charge: -1

Molecular formula: C32H69N9O13
Method: DFT, ωB97M-V/def2-TZVPD

Structure (XYZ):
```
123
Properties=species:S:1:pos:R:3:lowdin_charge:R:1
O -2.095 -0.704 -0.839 0.060
C -2.214 -1.876 -0.453 -0.374
O -2.944 -2.763 -1.326 0.008
C -1.640 -2.442 0.940 -0.062
C -0.286 -3.217 0.581 -0.121
C 0.472 -3.866 1.827 -0.176
N 1.491 -4.870 1.309 0.074
C 0.863 -6.088 0.697 -0.085
C -0.569 -6.446 1.373 -0.136
O -0.446 -6.078 2.767 -0.108
C -0.447 -4.635 2.877 -0.194
C 0.175 -4.304 4.334 -0.552
O -0.513 -3.833 5.283 -0.047
O 1.500 -4.594 4.533 -0.170
H -3.895 -2.757 -1.051 0.128
H -2.400 -3.249 1.256 0.125
H -1.536 -1.633 1.730 0.135
H -0.509 -3.930 -0.278 0.119
H 0.429 -2.421 0.146 0.138
H 1.101 -3.098 2.410 0.179
H 2.120 -5.204 2.074 0.184
H 2.032 -4.392 0.561 0.184
H 1.532 -7.011 0.687 0.146
H 0.633 -5.822 -0.396 0.123
H -1.415 -5.851 0.890 0.116
H -0.788 -7.555 1.230 0.144
H -1.532 -4.297 2.921 0.151
C -3.878 -7.320 -2.936 -0.008
C -2.573 -6.700 -2.513 -0.542
O -2.100 -6.876 -1.395 0.012
N -1.916 -5.925 -3.416 0.012
C -2.311 -5.602 -4.772 -0.067
H -4.283 -7.908 -2.113 0.086
H -4.599 -6.540 -3.191 0.087
H -3.720 -7.983 -3.789 0.088
H -1.050 -5.542 -3.065 0.137
H -1.528 -5.948 -5.449 0.086
H -2.400 -4.517 -4.854 0.080
H -3.256 -6.064 -5.047 0.076
C 2.287 -0.539 -4.185 -0.019
C 1.086 -0.664 -3.287 -0.547
O 0.476 -1.719 -3.149 -0.004
N 0.681 0.446 -2.614 0.017
C 1.266 1.769 -2.646 -0.071
H 2.492 -1.501 -4.654 0.086
H 2.094 0.194 -4.969 0.079
H 3.161 -0.246 -3.603 0.079
H -0.131 0.291 -2.029 0.110
H 1.567 2.037 -1.630 0.087
H 0.505 2.474 -2.989 0.083
H 2.131 1.821 -3.305 0.051
C -1.728 1.894 1.034 -0.010
C -1.428 2.583 2.338 -0.539
O -0.446 3.301 2.487 0.015
N -2.287 2.387 3.373 0.017
C -3.490 1.581 3.394 -0.072
H -0.957 2.143 0.305 0.077
H -1.733 0.812 1.176 0.055
H -2.692 2.230 0.645 0.093
H -2.022 2.879 4.216 0.145
H -4.332 2.229 3.646 0.085
H -3.380 0.821 4.170 0.087
H -3.680 1.098 2.438 0.072
C -4.702 1.586 -4.530 -0.014
C -5.074 0.158 -4.234 -0.557
O -6.239 -0.200 -4.112 0.017
N -4.067 -0.746 -4.102 0.013
C -2.640 -0.519 -4.210 -0.076
H -5.607 2.188 -4.607 0.083
H -4.087 1.989 -3.722 0.082
H -4.166 1.646 -5.480 0.084
H -4.390 -1.682 -3.904 0.132
H -2.255 -1.154 -5.011 0.086
H -2.176 -0.813 -3.267 0.044
H -2.400 0.520 -4.424 0.076
C 5.991 2.615 -6.044 -0.010
C 4.791 2.497 -5.143 -0.529
O 4.180 1.440 -5.007 0.001
N 4.391 3.608 -4.472 0.018
C 4.979 4.935 -4.504 -0.067
H 6.190 1.651 -6.511 0.083
H 5.799 3.347 -6.831 0.086
H 6.869 2.906 -5.463 0.087
H 3.582 3.456 -3.888 0.123
H 5.279 5.200 -3.487 0.091
H 4.216 5.642 -4.845 0.048
H 5.843 4.988 -5.162 0.079
C 2.596 2.168 7.054 -0.019
C 1.480 2.661 6.171 -0.546
O 0.413 3.056 6.628 0.013
N 1.684 2.658 4.827 0.010
C 2.863 2.233 4.104 -0.080
H 2.289 2.227 8.096 0.061
H 2.826 1.126 6.821 0.078
H 3.484 2.790 6.918 0.087
H 0.894 3.001 4.298 0.097
H 3.231 3.079 3.519 0.081
H 2.576 1.427 3.424 0.078
H 3.650 1.883 4.768 0.072
C 0.569 -0.493 8.355 0.005
C 0.861 0.180 9.670 -0.533
O 1.839 0.900 9.832 0.012
N -0.005 -0.033 10.697 0.001
C -1.206 -0.843 10.700 -0.080
H 1.341 -0.233 7.634 0.064
H 0.566 -1.578 8.480 0.094
H -0.395 -0.155 7.966 0.092
H 0.252 0.448 11.547 0.138
H -2.052 -0.201 10.956 0.081
H -1.098 -1.613 11.467 0.081
H -1.387 -1.314 9.737 0.076
C 1.415 7.190 -3.132 -0.003
C 2.180 7.492 -4.393 -0.529
O 3.387 7.296 -4.485 -0.003
N 1.490 7.997 -5.449 0.007
C 0.075 8.295 -5.532 -0.074
H 2.097 6.794 -2.379 0.086
H 0.961 8.102 -2.740 0.089
H 0.646 6.440 -3.330 0.085
H 2.067 8.176 -6.259 0.143
H -0.352 7.706 -6.347 0.084
H -0.040 9.357 -5.761 0.085
H -0.450 8.066 -4.608 0.075
```

HOMO-LUMO gap (eV): 7.50
Highest occupied orbital energy (eV): -7.70
E (hartree): -2731.6284
SMILES: O=C(O)CC[C@@H]1[NH2+]CCO[C@H]1C(=O)[O-].CNC(C)=O.CNC(C)=O.CNC(C)=O.CNC(C)=O.CNC(C)=O.CNC(C)=O.CNC(C)=O.CNC(C)=O
Total charge: 0

Molecular formula: C4H9N2O4
Method: DFT, ωB97M-V/def2-TZVPD

Structure (XYZ):
```
19
Properties=species:S:1:pos:R:3:nbo_charge:R:1
C 2.611 0.626 0.819 0.664
C -0.300 2.243 -1.328 0.686
C -0.574 -1.196 0.306 -0.292
C 0.440 -0.296 0.957 0.771
N -0.393 -1.166 -1.080 -0.818
N 0.088 0.315 2.033 -0.690
O 2.575 1.312 1.778 -0.479
O -0.964 1.383 -2.134 -0.682
O 1.574 -0.249 0.340 -0.476
O 0.286 2.002 -0.315 -0.667
H 3.507 0.680 0.021 0.204
H -0.399 3.220 -1.673 0.131
H -0.488 -2.215 0.852 0.228
H -1.496 -0.878 0.607 0.222
H 0.627 -1.458 -1.276 0.401
H -0.900 0.450 -1.817 0.501
H -0.857 0.476 2.229 0.435
H 0.766 1.104 2.349 0.472
H -1.045 -1.741 -1.434 0.389
```

HOMO-LUMO gap (eV): 10.02
Highest occupied orbital energy (eV): -14.42
E (hartree): -568.0218
Total charge: +1

- Among the records above, which one has the lowest E?
  C14H34F5NO14S5